Record 1
DFT (ωB97M-V with the def2-TZVPD basis set) results for a structure of composition C39H35AsN3OPPtS at a distorted geometry.

Cartesian coordinates (Å):
Pt (1.60333, 0.87389, -0.06582)
O (1.54181, 3.42123, 2.73548)
S (2.80212, 2.92435, 2.22449)
N (2.69233, 1.87912, 1.13952)
C (-1.82202, -4.85799, 2.64154)
C (-1.96067, -4.17292, 1.44260)
C (-1.15798, -3.07553, 1.17361)
C (-0.21663, -2.66920, 2.11143)
C (-0.04886, -3.36959, 3.30194)
C (-0.86729, -4.45735, 3.56567)
As (0.74945, -0.98406, 1.87034)
C (-0.41933, 0.23672, 2.81767)
C (-1.07364, 1.25479, 2.13630)
C (-1.96610, 2.07618, 2.80635)
C (-2.19109, 1.88399, 4.16032)
C (-1.53955, 0.86619, 4.84453)
C (-0.66271, 0.02931, 4.17305)
C (2.31505, -1.21696, 2.96108)
C (2.68567, -0.26435, 3.90614)
C (3.84208, -0.43927, 4.64689)
C (4.63158, -1.56482, 4.44646)
C (4.25959, -2.52437, 3.51311)
C (3.11190, -2.34482, 2.76040)
H (-2.45340, -5.70903, 2.85803)
H (-2.69480, -4.49772, 0.71712)
H (-1.26605, -2.53813, 0.23803)
H (0.69869, -3.07271, 4.02538)
H (-0.75218, -4.99071, 4.49987)
H (-0.88843, 1.40588, 1.07921)
H (-2.47924, 2.86794, 2.27641)
H (-2.87917, 2.52947, 4.69007)
H (-1.70825, 0.71773, 5.90256)
H (-0.18010, -0.78672, 4.69613)
H (2.04094, 0.58541, 4.09372)
H (4.12298, 0.29857, 5.38691)
H (5.54269, -1.68988, 5.01612)
H (4.86504, -3.41041, 3.37887)
H (2.82032, -3.08731, 2.02570)
C (4.86340, -3.11479, -2.43739)
C (3.58022, -2.32826, -2.75752)
C (3.19879, -1.45655, -1.67058)
N (2.92644, -0.81014, -0.76179)
H (5.08839, -3.77789, -3.26896)
H (4.73730, -3.71651, -1.53970)
H (5.70357, -2.43760, -2.29857)
H (2.74542, -3.00697, -2.94533)
H (3.72333, -1.71485, -3.64955)
N (0.29316, 0.58004, -1.39350)
P (-0.91350, 1.27524, -2.20733)
C (-0.31716, 1.99583, -3.74477)
C (0.95452, 1.67720, -4.21479)
C (1.40197, 2.25128, -5.39423)
C (0.58645, 3.13387, -6.08842)
C (-0.67545, 3.45900, -5.60598)
C (-1.13221, 2.89713, -4.42573)
C (-2.11685, -0.02979, -2.48159)
C (-2.38048, -0.51604, -3.75712)
C (-3.24726, -1.58868, -3.90339)
C (-3.83112, -2.16656, -2.78473)
C (-3.56421, -1.67696, -1.51051)
C (-2.69465, -0.61246, -1.35086)
C (-1.67932, 2.62832, -1.28757)
C (-3.05735, 2.74012, -1.13958)
C (-3.57565, 3.85400, -0.49175)
C (-2.72559, 4.83627, -0.00393)
C (-1.34731, 4.71772, -0.15014)
C (-0.82168, 3.61264, -0.79513)
H (1.58300, 1.00277, -3.64644)
H (2.38818, 2.01494, -5.77059)
H (0.94114, 3.58532, -7.00519)
H (-1.30361, 4.15645, -6.14302)
H (-2.10403, 3.16418, -4.02829)
H (-1.91430, -0.05456, -4.61897)
H (-3.46488, -1.97571, -4.88950)
H (-4.50411, -3.00535, -2.90344)
H (-4.03773, -2.12650, -0.64748)
H (-2.46383, -0.22599, -0.36302)
H (-3.71506, 1.97315, -1.52848)
H (-4.64611, 3.95397, -0.37300)
H (-3.13925, 5.70723, 0.48691)
H (-0.69099, 5.49010, 0.22751)
H (0.25036, 3.50846, -0.93381)

Results
Multiplicity: 5
Frontier orbital gap (spin up / spin down): 8.25 / 5.83 eV
Highest occupied orbital energy (spin up / spin down): -13.60 / -14.04 eV
<S²>: 6.03
Energy above the lowest of the compared OMol25 structures with the same formula, charge and spin: 0.275 eV
Charge: +2


Record 2
DFT (ωB97M-V with the def2-TZVPD basis set) results for a cluster of 5 separate species, C39H35BrN6OS2 in total at a distorted geometry.

Cartesian coordinates (Å):
C (-0.08512, 0.25871, 6.06991)
C (0.40075, 0.84214, 4.98068)
C (0.68419, 1.47644, 3.52425)
C (0.02341, 0.75364, 2.25271)
C (0.28455, 1.37518, 0.83375)
C (1.19986, 2.68261, 0.63452)
C (1.84278, 3.38226, 1.88589)
C (1.55785, 2.78023, 3.34269)
C (2.23294, 3.60950, 4.57501)
C (1.67012, 5.15081, 4.50356)
N (1.46016, 3.25358, -0.71712)
C (0.21409, 3.45832, -1.50900)
C (-0.87207, 2.28845, -1.68508)
C (-2.20188, 2.46142, -2.54182)
C (-2.44415, 3.86233, -3.21731)
N (-3.69963, 4.03441, -4.02854)
C (-4.66373, 4.19269, -3.12275)
S (-6.03776, 4.54818, -2.23326)
C (-1.39159, 5.06010, -3.05873)
Br (-1.70142, 6.86928, -3.88682)
C (-0.05642, 4.87027, -2.20444)
O (0.91131, 5.92769, -2.00151)
C (0.45250, 6.78956, -0.88543)
C (1.63037, 7.13464, 0.16947)
S (-0.44644, 0.70302, -0.76502)
H (-0.56622, -0.48838, 6.81631)
H (-0.63620, -0.17587, 2.37249)
H (2.51521, 4.32068, 1.77873)
H (3.38760, 3.56275, 4.53758)
H (1.82895, 3.18718, 5.57269)
H (2.23932, 5.85253, 5.24327)
H (1.80427, 5.62464, 3.46107)
H (0.53086, 5.18622, 4.75614)
H (1.97960, 2.50701, -1.24252)
H (-2.90567, 1.55520, -2.57681)
H (-0.42678, 6.30465, -0.30416)
H (0.10154, 7.78722, -1.38075)
H (2.13535, 8.16784, -0.03661)
H (2.46485, 6.34763, 0.03590)
H (1.29028, 7.16747, 1.26903)
N (-9.47015, 3.04226, -5.04730)
C (-9.47821, 2.67048, -6.33940)
C (-8.34192, 2.60249, -7.12928)
C (-7.12359, 2.94114, -6.55709)
C (-7.08563, 3.33069, -5.22515)
C (-8.27643, 3.36312, -4.51792)
H (-10.45443, 2.41881, -6.74170)
H (-8.40731, 2.29328, -8.16539)
H (-6.21156, 2.90177, -7.14360)
H (-6.15430, 3.60118, -4.74953)
H (-8.29876, 3.65721, -3.47345)
N (1.60707, -3.25490, -1.27729)
C (1.92001, -4.30996, -2.05041)
C (2.31255, -4.20561, -3.37502)
C (2.38416, -2.94001, -3.94089)
C (2.06493, -1.83265, -3.16677)
C (1.68680, -2.04092, -1.85041)
H (1.84569, -5.27770, -1.56393)
H (2.55575, -5.09067, -3.95014)
H (2.68627, -2.81760, -4.97579)
H (2.10967, -0.83097, -3.57689)
H (1.43113, -1.20724, -1.20376)
N (1.33395, -5.72415, 3.66047)
C (1.62094, -4.67609, 2.86713)
C (1.03063, -4.45851, 1.63231)
C (0.09092, -5.37572, 1.18347)
C (-0.22398, -6.46842, 1.98023)
C (0.41868, -6.59583, 3.20108)
H (2.36379, -3.98903, 3.26013)
H (1.29838, -3.59523, 1.03637)
H (-0.39217, -5.24026, 0.22118)
H (-0.95242, -7.20353, 1.66001)
H (0.20389, -7.43094, 3.86105)
N (4.88534, -8.22489, 2.07323)
C (5.80926, -8.96076, 2.71614)
C (5.80106, -9.18578, 4.08324)
C (4.78312, -8.61641, 4.83635)
C (3.81639, -7.85002, 4.19955)
C (3.90979, -7.68671, 2.82667)
H (6.58579, -9.38164, 2.08509)
H (6.57067, -9.79015, 4.54801)
H (4.74337, -8.76872, 5.90996)
H (3.00891, -7.39088, 4.75665)
H (3.17650, -7.09977, 2.28272)

Results
Frontier orbital gap: 7.55 eV
Highest occupied orbital energy: -8.48 eV
SMILES string: C#Cc1cc2c(cc1CC)Nc1c(cc(N=C=S)c(Br)c1OCC)S2.c1ccncc1.c1ccncc1.c1ccncc1.c1ccncc1


Record 3
DFT (ωB97M-V with the def2-TZVPD basis set) results for a structure of composition C39H35Cl3N6O6SSe2Te2W at a distorted geometry.

Cartesian coordinates (Å):
W (-0.46627, -0.01577, -0.40912)
Se (-0.57954, 0.87903, -2.78478)
Te (-0.09495, 5.04255, -1.20188)
Te (-0.46889, 2.48533, -0.80392)
Se (-0.57920, 1.57440, 1.56668)
Cl (2.92332, 8.53481, -0.02127)
C (3.40487, 7.06271, 0.74157)
C (4.71113, 6.63805, 0.57349)
C (5.07349, 5.41366, 1.09809)
C (4.16686, 4.59312, 1.76714)
C (4.68258, 3.27455, 2.28352)
C (5.13212, 2.31396, 1.19731)
N (4.06698, 1.86428, 0.31102)
C (4.06813, 1.87396, -1.07394)
C (2.87802, 1.32819, -1.44775)
N (2.16137, 0.99160, -0.32940)
C (2.87816, 1.33700, 0.69930)
O (5.83416, 3.53683, 3.08346)
C (5.82262, 2.86716, 4.34658)
C (5.85471, 1.37538, 4.21054)
C (4.78968, 0.53213, 4.29618)
Cl (3.15668, 0.93981, 4.63223)
S (5.19851, -1.09989, 4.01857)
C (6.83993, -0.69325, 3.78042)
C (7.04926, 0.64151, 3.91054)
C (2.87458, 5.06680, 1.92777)
Cl (1.66951, 4.10361, 2.72779)
C (2.48768, 6.31033, 1.44171)
H (5.42839, 7.25661, 0.04953)
H (6.10268, 5.08533, 1.00595)
H (3.90626, 2.79577, 2.88612)
H (5.57851, 1.44017, 1.66901)
H (5.89456, 2.80913, 0.59705)
H (4.89924, 2.25839, -1.64119)
H (2.48748, 1.14896, -2.43666)
H (2.58638, 1.21126, 1.73365)
H (4.95541, 3.18438, 4.93028)
H (6.72429, 3.20914, 4.85008)
H (7.56130, -1.46546, 3.56239)
H (8.01753, 1.11275, 3.79786)
H (1.48059, 6.66605, 1.59922)
O (-1.84861, -0.97924, 0.94153)
C (-2.89799, -0.66734, 0.29762)
N (-4.04360, -1.34071, 0.30350)
C (-4.93135, -0.75293, -0.68487)
C (-4.04705, 0.47285, -1.13350)
O (-4.42904, 1.30607, -1.90906)
N (-2.81496, 0.41594, -0.49490)
C (-6.25465, -0.33037, -0.05634)
C (-6.33685, 0.88136, 0.62551)
C (-7.48895, 1.22303, 1.31688)
C (-8.57485, 0.35652, 1.33245)
C (-8.50585, -0.84401, 0.64106)
C (-7.34961, -1.18591, -0.05351)
C (-5.10941, -1.66779, -1.90275)
C (-5.74041, -1.17315, -3.04189)
C (-5.91587, -1.98526, -4.15084)
C (-5.46823, -3.30290, -4.13636)
C (-4.84649, -3.79994, -3.00204)
C (-4.66827, -2.98295, -1.88823)
H (-4.25232, -2.10962, 0.91452)
H (-5.49939, 1.56928, 0.60934)
H (-7.53771, 2.16613, 1.84684)
H (-9.47187, 0.61890, 1.87945)
H (-9.35155, -1.52009, 0.64131)
H (-7.30561, -2.12017, -0.60129)
H (-6.07934, -0.14487, -3.05810)
H (-6.40112, -1.58665, -5.03357)
H (-5.60396, -3.93436, -5.00579)
H (-4.49411, -4.82386, -2.97814)
H (-4.17525, -3.38236, -1.01175)
C (2.00287, -3.09564, -3.56904)
C (0.77105, -3.87533, -3.12702)
C (0.26918, -3.66074, -1.69030)
C (-0.98831, -4.50302, -1.45385)
C (-1.46757, -4.55647, -0.00748)
C (1.37859, -4.09762, -0.69622)
O (1.87636, -5.19252, -0.68016)
N (1.72547, -3.06498, 0.16362)
C (1.05929, -1.87036, -0.06855)
O (0.71053, -1.04160, 0.88526)
N (1.07300, -1.21037, -1.35879)
C (0.02118, -2.21471, -1.35674)
O (-1.17299, -1.66265, -1.38494)
H (2.34902, -3.48258, -4.52807)
H (2.82502, -3.19386, -2.85677)
H (1.79452, -2.03323, -3.68662)
H (0.98435, -4.94465, -3.19074)
H (-0.06521, -3.65964, -3.79598)
H (-0.76184, -5.51265, -1.80066)
H (-1.77172, -4.09422, -2.09496)
H (-0.76316, -5.10615, 0.62085)
H (-2.42852, -5.06985, 0.05624)
H (-1.59085, -3.55690, 0.41512)
H (2.45593, -3.16021, 0.85351)

Results
Multiplicity: 3
Frontier orbital gap (spin up / spin down): 5.44 / 5.42 eV
Highest occupied orbital energy (spin up / spin down): -7.11 / -7.28 eV
<S²>: 2.06


Record 4
DFT (ωB97M-V with the def2-TZVPD basis set) results for a structure of composition C39H35CsO6 at a distorted geometry.

Cartesian coordinates (Å):
Cs (0.99561, -1.52840, -1.33082)
C (0.53178, -6.09712, -3.96130)
C (1.36077, -4.88655, -3.50949)
O (0.79949, -4.04888, -2.81582)
C (2.74778, -4.79876, -3.92916)
C (3.31714, -5.79250, -4.74505)
C (4.62174, -5.74840, -5.17505)
C (5.42586, -4.65888, -4.78033)
C (4.92239, -3.67033, -3.98778)
C (3.55556, -3.66360, -3.50199)
O (3.14271, -2.73573, -2.77682)
H (-0.46260, -5.97267, -3.53791)
H (0.96364, -7.03210, -3.59972)
H (0.45719, -6.14200, -5.04951)
H (2.70528, -6.63287, -5.05565)
H (5.02780, -6.53111, -5.80547)
H (6.45850, -4.60871, -5.11500)
H (5.53395, -2.82789, -3.68236)
C (-3.06274, 3.34691, 2.59357)
C (-1.58716, 2.99081, 2.40947)
C (-0.68708, 3.90485, 3.24344)
O (-1.24646, 3.10890, 1.05138)
C (-0.58181, 1.91168, 0.61522)
C (-1.02064, 0.86831, 1.64053)
O (-1.37859, 1.65335, 2.79084)
C (0.04049, -0.21618, 2.03802)
O (0.40775, -0.98480, 0.99467)
C (-0.58001, -1.21433, 3.04758)
C (-1.90763, -1.63422, 2.93827)
C (-2.40244, -2.68502, 3.69435)
C (-1.58306, -3.36305, 4.58678)
C (-0.25827, -2.96570, 4.70348)
C (0.23097, -1.91115, 3.94874)
C (1.22558, 0.53889, 2.69048)
C (2.39514, 0.69384, 1.95415)
C (3.50609, 1.32937, 2.49245)
C (3.46756, 1.82361, 3.78896)
C (2.30251, 1.68377, 4.53175)
C (1.19241, 1.05309, 3.98691)
C (-0.94198, 1.62661, -0.88322)
O (-0.26753, 0.57394, -1.38491)
C (-2.47995, 1.46347, -0.95043)
C (-3.00314, 0.18418, -1.10268)
C (-4.37177, -0.02403, -1.20586)
C (-5.24785, 1.05204, -1.15865)
C (-4.73808, 2.33321, -0.99482)
C (-3.36885, 2.53646, -0.88748)
C (-0.49551, 2.82214, -1.76152)
C (0.65418, 3.56017, -1.47441)
C (1.16706, 4.48336, -2.37262)
C (0.54875, 4.70031, -3.59602)
C (-0.59493, 3.97365, -3.90002)
C (-1.10586, 3.05409, -2.99843)
H (-3.25872, 4.36511, 2.25293)
H (-3.32001, 3.25306, 3.64960)
H (-3.66976, 2.65150, 2.01270)
H (-0.85875, 4.93977, 2.94347)
H (0.35541, 3.64425, 3.05581)
H (-0.89787, 3.78604, 4.30758)
H (0.50036, 2.04912, 0.69793)
H (-1.91603, 0.36979, 1.26294)
H (-2.56927, -1.14509, 2.23541)
H (-3.43909, -2.98392, 3.57892)
H (-1.96792, -4.18837, 5.17501)
H (0.40437, -3.48873, 5.38569)
H (1.27293, -1.63383, 4.04217)
H (2.40757, 0.30479, 0.94333)
H (4.40731, 1.44022, 1.89937)
H (4.33572, 2.31032, 4.21972)
H (2.26314, 2.06433, 5.54753)
H (0.28926, 0.94826, 4.57285)
H (-2.30342, -0.64254, -1.13088)
H (-4.76004, -1.02994, -1.32369)
H (-6.31728, 0.89694, -1.25051)
H (-5.41451, 3.18135, -0.95926)
H (-2.97836, 3.53763, -0.76336)
H (1.16666, 3.41031, -0.53308)
H (2.06416, 5.03716, -2.11580)
H (0.95154, 5.41931, -4.30038)
H (-1.09120, 4.12191, -4.85385)
H (-1.98796, 2.48518, -3.26294)

Results
Frontier orbital gap: 6.05 eV
Highest occupied orbital energy: -2.02 eV
Energy above the lowest of the compared OMol25 structures with the same formula, charge and spin: 0.709 eV
Charge: -2


Record 5
DFT (ωB97M-V with the def2-TZVPD basis set) results for a structure of composition C39H35CsO6.

Cartesian coordinates (Å):
Cs (1.48720, 1.86958, 0.26890)
C (6.85379, 3.49430, -0.27926)
C (5.38212, 3.84375, -0.03212)
O (4.57671, 2.92492, -0.04812)
C (5.02866, 5.24275, 0.20594)
C (6.03416, 6.22607, 0.20786)
C (5.78170, 7.56113, 0.42298)
C (4.44473, 7.95586, 0.65228)
C (3.42772, 7.04610, 0.66210)
C (3.63618, 5.62529, 0.44148)
O (2.67822, 4.82764, 0.45855)
H (6.91476, 2.42023, -0.43791)
H (7.47669, 3.77052, 0.57425)
H (7.24432, 4.01387, -1.15691)
H (7.06002, 5.92159, 0.03181)
H (6.58345, 8.28932, 0.41711)
H (4.22116, 9.00539, 0.82383)
H (2.40292, 7.35369, 0.83739)
C (-3.99354, -3.55518, -0.27643)
C (-2.75466, -2.87801, -0.84165)
C (-2.43136, -3.38445, -2.24524)
O (-1.67838, -3.09832, 0.04145)
C (-0.98800, -1.85324, 0.31832)
C (-1.75380, -0.80979, -0.52038)
O (-2.97321, -1.49704, -0.86775)
C (-2.16018, 0.55687, 0.14401)
O (-1.12847, 1.41591, 0.22067)
C (-2.77093, 0.22754, 1.52873)
C (-2.04413, 0.57213, 2.66005)
C (-2.50485, 0.25572, 3.93267)
C (-3.71699, -0.40317, 4.09387)
C (-4.46596, -0.72933, 2.96951)
C (-3.99699, -0.41474, 1.69993)
C (-3.23572, 1.24745, -0.73801)
C (-3.36311, 1.05188, -2.10989)
C (-4.21432, 1.84108, -2.87536)
C (-4.96697, 2.84657, -2.28647)
C (-4.84880, 3.05708, -0.91659)
C (-3.99376, 2.26959, -0.16129)
C (0.54663, -1.98873, 0.06803)
O (1.13178, -0.78095, 0.17649)
C (1.15058, -2.97320, 1.10511)
C (2.53938, -2.94070, 1.22841)
C (3.20322, -3.75642, 2.12972)
C (2.48753, -4.62190, 2.95268)
C (1.10570, -4.65455, 2.85018)
C (0.44309, -3.84158, 1.93011)
C (0.77751, -2.61442, -1.33572)
C (0.72703, -3.98174, -1.59476)
C (0.92930, -4.47146, -2.88049)
C (1.17277, -3.59786, -3.93135)
C (1.24080, -2.23194, -3.67885)
C (1.05841, -1.75122, -2.38923)
H (-3.84304, -4.63566, -0.23865)
H (-4.86062, -3.33671, -0.90282)
H (-4.16981, -3.17953, 0.73136)
H (-2.16839, -4.44317, -2.22121)
H (-1.58862, -2.83068, -2.65983)
H (-3.30248, -3.24259, -2.88939)
H (-1.10630, -1.63467, 1.38230)
H (-1.18851, -0.56008, -1.42445)
H (-1.11751, 1.11074, 2.50006)
H (-1.91542, 0.52531, 4.80203)
H (-4.07942, -0.65327, 5.08480)
H (-5.42178, -1.23024, 3.08310)
H (-4.58680, -0.66171, 0.82666)
H (-2.79356, 0.27016, -2.59557)
H (-4.28815, 1.66491, -3.94328)
H (-5.63130, 3.46087, -2.88373)
H (-5.41972, 3.84507, -0.43721)
H (-3.88593, 2.45723, 0.90055)
H (3.08230, -2.23218, 0.61467)
H (4.28453, -3.70512, 2.20030)
H (3.00187, -5.25344, 3.66846)
H (0.52884, -5.31332, 3.49034)
H (-0.63532, -3.89487, 1.86159)
H (0.52170, -4.66780, -0.78177)
H (0.88855, -5.54020, -3.06301)
H (1.32220, -3.98053, -4.93490)
H (1.44804, -1.53800, -4.48611)
H (1.16052, -0.70438, -2.13491)

Results
Frontier orbital gap: 6.20 eV
Highest occupied orbital energy: -2.18 eV
Energy above the lowest of the compared OMol25 structures with the same formula, charge and spin: 0.000 eV
Charge: -2


Calculated values (Eh) of total energy for the records, taken in order: -4840.6147, -5280.6853, -9471.8806, -1978.7701, -1978.7962.